Entry 1:
A molecular structure, C26H23BN8O3V in a non-equilibrium geometry, computed with the ωB97M-V functional and the def2-TZVPD basis.

Each line ends with the Löwdin charge.
Atoms and positions in Å:
V: 0.713 -0.786 -0.649  1.139
C: 4.577 -2.601 -0.575  -0.060
C: 3.295 -2.601 -1.066  -0.099
N: 2.685 -1.481 -0.644  -0.058
N: 3.605 -0.739 0.046  0.023
C: 4.765 -1.403 0.046  -0.052
B: 3.169 0.591 0.722  -0.548
N: 2.496 1.446 -0.452  0.023
C: 2.996 2.544 -1.004  -0.060
C: 2.170 2.988 -1.969  -0.033
C: 1.175 2.049 -2.063  -0.042
N: 1.282 1.092 -1.042  -0.036
N: 2.087 0.185 1.783  0.023
C: 2.027 0.544 3.101  -0.029
C: 0.764 0.312 3.560  -0.020
C: 0.135 -0.372 2.496  -0.102
N: 0.921 -0.376 1.433  -0.042
N: 4.378 1.365 1.356  -0.023
C: 4.273 2.596 1.977  -0.137
C: 5.444 2.901 2.598  -0.044
C: 6.178 1.712 2.391  -0.153
N: 5.625 0.878 1.556  0.060
H: 5.290 -3.474 -0.502  0.137
H: 2.772 -3.445 -1.651  0.161
H: 5.563 -1.067 0.731  0.121
H: 3.942 2.988 -0.612  0.157
H: 2.436 3.765 -2.638  0.112
H: 0.458 1.950 -2.780  0.089
H: 2.931 0.977 3.514  0.131
H: 0.281 0.373 4.583  0.138
H: -0.835 -0.859 2.521  0.115
H: 3.341 3.184 1.947  0.138
H: 5.603 3.822 3.200  0.121
H: 7.136 1.470 2.835  0.112
O: -1.300 -0.199 -0.367  -0.105
C: -2.431 -0.955 -0.945  -0.245
C: -1.665 -2.229 -1.408  -0.454
O: -2.135 -3.316 -1.669  0.153
O: -0.329 -2.044 -1.486  -0.139
C: -3.085 -0.220 -2.116  -0.156
C: -2.949 1.155 -2.397  -0.016
C: -3.797 1.704 -3.349  -0.058
C: -4.791 0.943 -3.977  -0.065
C: -4.921 -0.399 -3.730  -0.035
C: -4.061 -0.969 -2.767  -0.022
C: -3.430 -1.227 0.204  -0.115
C: -3.159 -2.167 1.223  -0.047
C: -3.984 -2.388 2.287  -0.070
C: -5.183 -1.705 2.358  -0.080
C: -5.586 -0.922 1.313  -0.059
C: -4.726 -0.660 0.222  0.014
H: -1.608 0.294 0.403  0.126
H: -2.260 1.806 -1.881  0.104
H: -3.707 2.739 -3.496  0.092
H: -5.381 1.394 -4.727  0.098
H: -5.565 -1.087 -4.256  0.115
H: -4.141 -1.979 -2.496  0.109
H: -2.228 -2.719 1.167  0.122
H: -3.628 -2.997 3.144  0.128
H: -5.867 -1.811 3.171  0.108
H: -6.612 -0.590 1.341  0.112
H: -5.151 0.021 -0.517  0.122

Total energy, eV: -71759.9116
Charge: +1
⟨S²⟩: 2.0125
Energy above the lowest of the compared OMol25 structures with the same formula, charge and spin, kJ/mol: 62.77
F_max, eV Å⁻¹: 4.12
Spin multiplicity: 3
LUMO level (spin up / spin down), eV: -3.98 / -3.27

=====

Entry 2:
A molecular structure, C26H23Br2IrN4O3 in a non-equilibrium geometry, computed with the ωB97M-V functional and the def2-TZVPD basis.

Each line ends with the Löwdin charge.
Atoms and positions in Å:
Ir: 0.327 0.450 -0.035  1.132
N: 0.074 2.756 0.917  0.079
C: -1.200 3.338 0.956  -0.252
C: -1.724 3.850 2.141  -0.013
C: -2.943 4.498 2.143  -0.061
C: -3.651 4.640 0.958  -0.056
C: -3.162 4.093 -0.213  -0.011
C: -1.946 3.417 -0.232  -0.142
C: -1.507 2.735 -1.456  -0.197
C: -1.579 3.400 -2.680  -0.011
C: -1.301 2.740 -3.864  -0.034
C: -1.009 1.385 -3.856  -0.033
C: -0.967 0.705 -2.646  -0.090
C: -1.104 1.385 -1.439  -0.117
H: 0.528 2.741 1.826  0.099
H: 0.685 3.184 0.226  0.089
H: -1.155 3.766 3.054  0.116
H: -3.345 4.895 3.063  0.113
H: -4.596 5.157 0.952  0.112
H: -3.734 4.169 -1.125  0.124
H: -1.828 4.452 -2.679  0.128
H: -1.350 3.275 -4.799  0.119
H: -0.829 0.842 -4.771  0.124
H: -0.844 -0.374 -2.684  0.077
C: 2.437 0.367 4.272  0.032
C: 1.662 -0.146 3.088  -0.491
O: 1.241 0.618 2.222  -0.099
N: 1.476 -1.472 3.057  0.103
C: 0.977 -2.178 1.891  -0.102
C: -0.527 -2.138 1.761  -0.244
C: -1.309 -3.196 2.204  0.013
C: -2.687 -3.110 2.098  -0.018
C: -3.237 -1.959 1.555  -0.022
C: -2.387 -0.957 1.119  -0.100
N: -1.064 -1.047 1.213  0.019
H: 2.963 1.278 3.997  0.097
H: 3.161 -0.370 4.609  0.091
H: 1.756 0.594 5.091  0.099
H: 1.768 -2.022 3.850  0.157
H: 1.325 -3.208 1.941  0.144
H: 1.397 -1.703 0.999  0.077
H: -0.840 -4.071 2.627  0.125
H: -3.315 -3.926 2.422  0.122
H: -4.304 -1.840 1.461  0.118
H: -2.777 -0.049 0.677  0.113
Br: 4.008 -5.628 -4.980  0.757
C: 3.714 -4.340 -3.632  -0.659
C: 4.743 -3.982 -2.764  -0.185
N: 4.550 -3.100 -1.815  0.065
C: 3.390 -2.518 -1.628  -0.113
C: 2.309 -2.816 -2.452  -0.095
C: 2.474 -3.731 -3.477  -0.047
C: 0.952 -2.097 -2.235  -0.627
O: 0.219 -2.061 -3.206  0.058
O: 0.796 -1.646 -1.081  -0.149
H: 5.730 -4.415 -2.844  0.106
H: 3.316 -1.797 -0.827  0.069
H: 1.654 -3.962 -4.139  0.117
Br: 2.592 1.136 -0.831  0.173

Total energy, eV: -182355.0755
Charge: +1
⟨S²⟩: 0.7674
F_max, eV Å⁻¹: 5.00
Spin multiplicity: 2
LUMO level (spin up / spin down), eV: -5.06 / -5.86